C3H7NO2 as an isolated structure, computed with the ωB97M-V functional and the def2-TZVPD basis.

Its energy above the lowest of the compared OMol25 structures with the same formula, charge and spin is 449.37 kJ/mol. The molecular weight is 89.094 g/mol. As for the total energy: -8805.8715 eV. The value obtained for the HOMO-LUMO gap is 10.4 eV.

ORCA input file:
```
! wB97M-V def2-TZVPD RIJCOSX def2/J DEFGRID3
* xyz 0 1
O -1.52981 -1.87361 -0.42222
O 0.19436 -0.81641 0.99134
N -0.73365 0.29584 -0.96738
C 1.08329 0.19555 0.56769
C -1.09398 -0.80761 -0.16288
C 0.72565 0.40673 -0.91031
H -1.17999 1.14129 -0.62468
H 2.10837 -0.15002 0.72194
H -1.80887 -0.15000 1.08270
H 1.15845 -0.39117 -1.52094
H 1.04525 1.37080 -1.31162
H -0.89119 -0.34289 1.41742
H 0.92213 1.12150 1.13893
*
```

=====

A 2-piece molecular cluster, C3H7NO2 overall, computed with the ωB97M-V functional and the def2-TZVPD basis.

Its energy above the lowest of the compared OMol25 structures with the same formula, charge and spin is 97.63 kJ/mol. The molecular weight is 89.094 g/mol. Its SMILES is N=C=O.CCO. As for the total energy: -8809.5170 eV. The value obtained for the HOMO-LUMO gap is 11.3 eV.

ORCA input file:
```
! wB97M-V def2-TZVPD RIJCOSX def2/J DEFGRID3
* xyz 0 1
O 0.44910 -1.04982 1.10987
O -0.65171 0.08322 -3.09324
N -0.83590 -1.57214 -1.38941
C -0.43542 1.12295 0.71082
C -0.71133 -0.69844 -2.21776
C 0.82450 0.28157 0.75102
H -0.88089 1.19806 1.70638
H 1.25142 -1.57896 1.20745
H -0.21083 2.12863 0.34382
H -1.17631 0.67362 0.04293
H -0.47846 -1.55662 -0.43062
H 1.32403 0.28419 -0.22981
H 1.53180 0.68372 1.48854
*
```

=====

The molecule C3H7NO2, computed with the ωB97M-V functional and the def2-TZVPD basis.

Its energy above the lowest of the compared OMol25 structures with the same formula, charge and spin is 60.61 kJ/mol. The molecular weight is 89.094 g/mol. Its SMILES is C[C@@H](O)C(N)=O. As for the total energy: -8809.9006 eV. The value obtained for the HOMO-LUMO gap is 10.4 eV.

ORCA input file:
```
! wB97M-V def2-TZVPD RIJCOSX def2/J DEFGRID3
* xyz 0 1
O 0.98201 1.21336 -0.59217
O -1.38449 -1.32085 0.25333
N -1.61915 0.32527 -1.25049
C -0.98557 -0.26925 -0.21693
C 0.27314 0.44356 0.36699
C 1.11474 -0.61108 1.07745
H -0.11483 1.17805 1.07988
H 0.63660 -1.58219 0.93256
H 1.49150 0.61216 -1.15024
H -2.39205 -0.16494 -1.67399
H -1.32876 1.21277 -1.61332
H 2.11396 -0.62415 0.64287
H 1.21290 -0.41270 2.14405
*
```

=====

The molecule C3H7NO2, computed with the ωB97M-V functional and the def2-TZVPD basis.

Its energy above the lowest of the compared OMol25 structures with the same formula, charge and spin is 180.97 kJ/mol. The molecular weight is 89.094 g/mol. Its SMILES is N[C@H](C=O)CO. As for the total energy: -8808.6533 eV. The value obtained for the HOMO-LUMO gap is 10.2 eV.

ORCA input file:
```
! wB97M-V def2-TZVPD RIJCOSX def2/J DEFGRID3
* xyz 0 1
O -0.04144 -2.38169 -0.35293
O -0.75915 1.71041 1.38190
N 1.38858 0.59783 -0.79290
C -0.11076 -1.25468 -0.74907
C 0.35953 -0.01333 0.00832
C -0.85262 0.88862 0.23460
H 1.24797 1.55999 -1.03273
H -0.54080 -0.98700 -1.72905
H -1.76467 0.28085 0.26834
H 2.34420 0.41733 -0.54800
H 0.74359 -0.30548 0.98577
H -0.44828 1.15519 2.10857
H -0.97900 1.55598 -0.62337
*
```

=====

The molecule C3H7NO2, computed with the ωB97M-V functional and the def2-TZVPD basis.

Its energy above the lowest of the compared OMol25 structures with the same formula, charge and spin is 52.97 kJ/mol. The molecular weight is 89.094 g/mol. Its SMILES is NC(=O)CCO. As for the total energy: -8809.9799 eV. The value obtained for the HOMO-LUMO gap is 10.4 eV.

ORCA input file:
```
! wB97M-V def2-TZVPD RIJCOSX def2/J DEFGRID3
* xyz 0 1
O -1.57829 0.56994 0.64168
O 2.30329 -0.37436 -0.92573
N 0.75509 1.27547 -0.85822
C 1.26490 0.06957 -0.46812
C -1.05050 -0.72212 0.34853
C 0.45475 -0.69919 0.56934
H -2.23534 0.79325 -0.02401
H 0.85557 -1.71570 0.57399
H -1.50373 -1.46584 1.01903
H 0.02087 1.71130 -0.31994
H 1.35728 1.84447 -1.43510
H 0.64045 -0.26454 1.55998
H -1.28434 -1.02225 -0.68143
*
```

=====

C3H7NO2 as an isolated structure, computed with the ωB97M-V functional and the def2-TZVPD basis.

Its energy above the lowest of the compared OMol25 structures with the same formula, charge and spin is 684.54 kJ/mol. The molecular weight is 89.094 g/mol. As for the total energy: -8803.4341 eV. The value obtained for the HOMO-LUMO gap (spin up / spin down) is 9.1 / 8.0 eV.

ORCA input file:
```
! wB97M-V def2-TZVPD RIJCOSX def2/J DEFGRID3
* xyz 0 1
O -0.38821 -1.16141 -0.03149
O 0.62345 0.83033 1.75038
N -0.56161 0.41899 2.23884
C 0.87906 -0.63147 0.07881
C -0.74822 -0.04420 -0.91341
C 0.67674 0.37425 -0.95944
H -1.50158 0.66201 -0.51637
H 0.99046 1.49003 -0.61354
H 1.74870 -1.24809 0.20697
H -1.28272 -0.42869 -1.96314
H 1.14209 0.21578 -1.84650
H -1.22323 0.77368 1.60972
H -0.54896 -0.55890 2.55246
*
```

=====

C3H7NO2 as an isolated structure, computed with the ωB97M-V functional and the def2-TZVPD basis.

Its energy above the lowest of the compared OMol25 structures with the same formula, charge and spin is 604.14 kJ/mol. The molecular weight is 89.094 g/mol. As for the total energy: -8804.2674 eV. The value obtained for the HOMO-LUMO gap is 7.7 eV.

ORCA input file:
```
! wB97M-V def2-TZVPD RIJCOSX def2/J DEFGRID3
* xyz 0 1
O -1.03125 2.37900 -0.93055
O -1.83213 -0.02827 -0.17886
N 0.16504 -1.24835 0.99822
C -0.94675 0.65240 -0.71168
C 0.32986 0.94997 -0.62187
C 1.02368 -0.79881 -0.14956
H 1.05486 1.33329 -1.30664
H 0.39052 -2.16823 1.37863
H 0.93605 -1.56086 -0.92663
H -1.46838 2.70065 -0.13151
H 2.05479 -0.67023 0.18402
H 0.28402 -0.56270 1.74560
H -0.96033 -0.97785 0.65084
*
```

=====

A 2-piece molecular cluster, C3H7NO2 overall, computed with the ωB97M-V functional and the def2-TZVPD basis.

Its energy above the lowest of the compared OMol25 structures with the same formula, charge and spin is 524.68 kJ/mol. The molecular weight is 89.094 g/mol. As for the total energy: -8805.0909 eV. The value obtained for the HOMO-LUMO gap (spin up / spin down) is 8.8 / 6.4 eV.

ORCA input file:
```
! wB97M-V def2-TZVPD RIJCOSX def2/J DEFGRID3
* xyz 0 1
O -0.79617 0.30142 -0.80061
O -1.26418 -1.56332 0.50275
N 1.94681 -0.89290 0.07776
C 2.31938 0.26815 -0.03192
C -1.20899 1.14600 0.26699
C -0.71143 -1.00480 -0.58463
H -0.44297 -1.57673 -1.45345
H -2.27624 1.36156 0.16745
H -1.01508 0.68143 1.23275
H -0.64536 2.07428 0.17783
H 3.33614 0.57565 0.25604
H -0.94178 -2.46385 0.61033
H 1.69985 1.09313 -0.42129
*
```

=====

C3H7NO2 as an isolated structure, computed with the ωB97M-V functional and the def2-TZVPD basis.

Its energy above the lowest of the compared OMol25 structures with the same formula, charge and spin is 244.95 kJ/mol. The molecular weight is 89.094 g/mol. As for the total energy: -8807.9901 eV. The value obtained for the HOMO-LUMO gap is 10.9 eV.

ORCA input file:
```
! wB97M-V def2-TZVPD RIJCOSX def2/J DEFGRID3
* xyz 0 1
O -1.02683 1.16168 -1.07023
O 0.84897 -0.13628 2.21004
N 1.70978 0.42382 0.39445
C -0.51500 -0.80183 0.28425
C 0.68036 -0.18173 0.93995
C -0.77690 -0.22398 -1.10460
H -0.24737 1.59198 -0.69094
H -0.35054 -1.88540 0.23059
H 0.06638 -0.46698 -1.77295
H -1.37430 -0.63333 0.93990
H -1.66968 -0.68669 -1.53373
H 1.91214 0.43749 1.70724
H 1.94671 0.40329 -0.59037
*
```